Formula: BrO4S
Source: OMol25
Level of theory: ωB97M-V with the def2-TZVPD basis set

Structure (XYZ):
```
6
Properties=species:S:1:pos:R:3:mulliken_charge:R:1
O -0.483 -1.623 0.256 -0.434
O -0.677 0.666 1.127 -0.432
O -1.789 0.052 -0.984 -0.503
O 1.410 0.814 -0.918 -0.632
S -0.765 -0.253 0.029 1.096
Br 2.304 0.344 0.491 -0.095
```

- Charge: -1
- E_HOMO: -4.17 eV
- Electronic energy: -89066.584 eV